Here is a molecular structure, C22H14I3N4O4Rh in a non-equilibrium geometry from the Open Molecules 2025 dataset. Energies are from ωB97M-V/def2-TZVPD.

- 2S+1: 5
- HOMO energy (spin up / spin down): -5.44 / -8.27 eV
- F_max: 0.0648 Eh/bohr
- Kohn-Sham gap (spin up / spin down): 4.73 / 5.87 eV
- E_LUMO (spin up / spin down): -0.71 / -2.40 eV
- Net charge: 0

XYZ file:
```
48
Properties=species:S:1:pos:R:3:lowdin_spin:R:1
Rh 10.86 10.44 6.64 1.4965
I 11.19 12.02 4.37 0.0207
C 10.17 13.52 5.56 -0.0051
C 10.14 14.81 5.09 0.0099
C 9.08 15.66 5.41 -0.0052
C 8.22 15.25 6.40 0.0085
C 8.29 14.01 7.06 0.0017
C 7.49 13.56 8.10 0.0306
C 7.67 12.31 8.74 -0.0064
C 8.56 11.35 8.18 0.0324
C 9.39 11.76 7.12 0.0105
C 9.30 13.10 6.59 0.0152
H 10.91 15.16 4.33 0.0005
H 9.00 16.69 4.92 -0.0004
H 7.40 15.85 6.78 0.0004
H 6.62 14.18 8.41 0.0014
H 7.13 12.09 9.64 -0.0008
H 8.48 10.31 8.50 0.0012
I 12.79 5.20 6.09 0.0367
C 13.61 7.06 6.28 0.1781
C 15.00 7.13 6.35 0.0752
C 15.72 8.31 6.18 0.2462
I 17.75 8.03 5.92 0.0629
C 15.03 9.49 6.16 0.0291
C 15.60 10.79 6.11 0.3010
C 14.93 11.93 6.59 0.0910
C 13.61 11.83 6.86 0.2028
N 12.95 10.66 6.70 0.3667
C 13.62 9.50 6.41 0.1128
C 12.87 8.24 6.46 0.1816
O 11.64 8.36 6.70 0.2937
H 15.58 6.20 6.37 0.0008
H 16.63 10.89 5.76 0.0181
H 15.41 12.90 6.53 0.0002
H 12.96 12.68 7.10 0.0102
N 9.20 7.78 5.98 0.0102
C 8.47 7.39 4.93 0.0048
C 7.77 8.48 4.40 0.0038
C 8.23 9.60 5.15 0.0071
N 9.13 9.17 6.09 0.0820
H 9.99 7.33 6.47 -0.0003
H 8.43 6.37 4.65 0.0009
H 7.26 8.59 3.49 0.0007
H 7.84 10.64 5.13 -0.0002
O 11.00 10.62 10.57 0.0040
N 11.26 10.91 9.39 0.0037
O 11.68 12.00 8.96 0.0274
O 11.04 9.83 8.54 0.0372
```